# 1
{"formula": "C53H50Cl10N8O16", "method": "ωB97M-V with the def2-TZVPD basis set", "lumo_ev": -1.28, "fmax_ha_per_bohr": 0.0543, "homo_ev": -9.925, "homo_lumo_gap_ha": 0.3178, "multiplicity": 1, "energy_ev": -225655.7642, "elements": ["C", "C", "C", "C", "C", "C", "N", "O", "O", "H", "H", "H", "H", "H", "C", "C", "C", "C", "C", "C", "N", "O", "O", "H", "H", "H", "H", "H", "C", "C", "C", "C", "C", "C", "N", "O", "O", "H", "H", "H", "H", "H", "C", "C", "C", "C", "C", "C", "N", "O", "O", "H", "H", "H", "H", "H", "C", "C", "C", "C", "C", "C", "N", "O", "O", "H", "H", "H", "H", "H", "C", "C", "C", "C", "C", "C", "N", "O", "O", "H", "H", "H", "H", "H", "C", "C", "C", "C", "C", "C", "N", "O", "O", "H", "H", "H", "H", "H", "C", "C", "C", "C", "C", "C", "N", "O", "O", "H", "H", "H", "H", "H", "C", "Cl", "Cl", "H", "H", "C", "Cl", "Cl", "H", "H", "C", "Cl", "Cl", "H", "H", "C", "Cl", "Cl", "H", "H", "C", "Cl", "Cl", "H", "H"], "coordinates": [[9.34, 9.82, 19.19], [10.11, 8.70, 18.84], [11.45, 8.88, 18.47], [11.97, 10.16, 18.33], [11.26, 11.26, 18.73], [9.92, 11.09, 19.19], [13.31, 10.34, 17.81], [14.00, 9.32, 17.73], [13.62, 11.46, 17.49], [8.35, 9.69, 19.57], [9.71, 7.70, 18.78], [12.04, 8.03, 18.18], [11.66, 12.26, 18.75], [9.34, 11.97, 19.48], [20.76, 15.12, 14.39], [21.14, 13.86, 13.90], [22.35, 13.71, 13.25], [23.25, 14.75, 13.25], [22.92, 15.97, 13.75], [21.67, 16.16, 14.38], [24.56, 14.51, 12.64], [25.30, 15.45, 12.60], [24.75, 13.44, 12.12], [19.82, 15.26, 14.88], [20.45, 13.01, 13.92], [22.57, 12.73, 12.82], [23.65, 16.76, 13.77], [21.45, 17.18, 14.71], [14.60, 10.07, 9.61], [15.69, 10.90, 9.97], [15.59, 11.73, 11.09], [14.45, 11.73, 11.81], [13.33, 10.97, 11.45], [13.46, 10.12, 10.37], [14.38, 12.60, 13.01], [15.32, 13.37, 13.16], [13.46, 12.47, 13.77], [14.69, 9.44, 8.73], [16.59, 10.90, 9.35], [16.42, 12.32, 11.44], [12.43, 11.06, 12.05], [12.65, 9.44, 10.20], [12.39, 6.97, 23.13], [12.50, 7.58, 21.84], [13.42, 8.59, 21.68], [14.33, 8.86, 22.69], [14.21, 8.29, 23.98], [13.21, 7.30, 24.18], [15.37, 9.84, 22.43], [16.13, 10.12, 23.33], [15.47, 10.35, 21.32], [11.64, 6.19, 23.27], [11.78, 7.32, 21.05], [13.50, 9.09, 20.74], [14.86, 8.62, 24.77], [13.14, 6.82, 25.15], [13.57, 8.64, 13.74], [12.82, 9.51, 14.53], [11.45, 9.23, 14.72], [10.92, 8.07, 14.14], [11.67, 7.19, 13.37], [13.01, 7.51, 13.14], [9.49, 7.84, 14.32], [8.97, 6.92, 13.73], [8.85, 8.63, 15.00], [14.61, 8.88, 13.55], [13.22, 10.45, 14.95], [10.83, 9.90, 15.30], [11.25, 6.32, 12.88], [13.67, 6.90, 12.53], [20.13, 10.93, 21.79], [18.85, 11.48, 21.90], [18.67, 12.72, 22.54], [19.78, 13.37, 23.02], [21.06, 12.90, 22.79], [21.25, 11.69, 22.17], [19.60, 14.74, 23.59], [20.56, 15.31, 24.09], [18.51, 15.24, 23.55], [20.21, 9.93, 21.35], [18.00, 10.92, 21.56], [17.70, 13.20, 22.66], [21.91, 13.46, 23.15], [22.25, 11.32, 22.00], [14.47, 13.35, 20.43], [13.48, 13.12, 21.38], [13.21, 14.04, 22.41], [13.97, 15.17, 22.50], [14.94, 15.49, 21.52], [15.15, 14.58, 20.48], [13.64, 16.19, 23.50], [14.11, 17.29, 23.37], [12.85, 15.89, 24.38], [14.68, 12.63, 19.64], [12.87, 12.20, 21.41], [12.43, 13.84, 23.14], [15.50, 16.39, 21.60], [15.90, 14.84, 19.77], [17.38, 12.60, 18.45], [18.17, 13.25, 17.46], [18.17, 12.76, 16.13], [17.38, 11.68, 15.81], [16.59, 11.04, 16.78], [16.62, 11.47, 18.12], [17.34, 11.16, 14.46], [16.33, 10.46, 14.17], [18.21, 11.52, 13.71], [17.33, 13.00, 19.45], [18.72, 14.15, 17.69], [18.70, 13.27, 15.36], [15.94, 10.22, 16.53], [15.95, 10.97, 18.84], [19.84, 11.05, 10.91], [19.23, 12.52, 10.19], [19.90, 9.71, 9.73], [20.88, 11.27, 11.12], [19.32, 10.80, 11.87], [14.75, 14.63, 16.54], [13.18, 15.15, 17.24], [15.96, 15.86, 16.65], [15.08, 13.71, 17.05], [14.57, 14.39, 15.50], [17.85, 6.78, 13.98], [16.85, 7.45, 15.31], [18.88, 8.03, 13.31], [18.45, 5.94, 14.35], [17.14, 6.50, 13.21], [20.61, 10.14, 15.86], [20.53, 10.47, 17.57], [22.18, 10.50, 15.12], [20.48, 9.05, 15.79], [19.78, 10.59, 15.29], [18.54, 17.00, 18.98], [19.73, 16.65, 17.67], [18.74, 15.87, 20.30], [18.70, 18.02, 19.32], [17.56, 16.76, 18.54]], "lowdin_charge": [-0.0576, -0.0523, -0.0238, -0.1848, 0.0156, -0.0362, -0.3226, 0.0651, 0.0668, 0.1053, 0.1115, 0.1200, 0.1100, 0.1104, -0.0727, -0.0600, -0.0222, -0.1577, 0.0062, -0.0576, -0.3647, 0.0934, 0.0823, 0.0771, 0.0812, 0.1025, 0.1141, 0.1080, -0.0557, -0.0308, -0.0238, -0.1621, -0.0038, -0.0870, -0.3284, 0.0642, 0.0798, 0.1101, 0.0921, 0.0963, 0.1230, 0.1055, -0.0664, -0.0426, -0.0100, -0.1387, 0.0306, -0.0588, -0.3353, 0.0919, 0.0439, 0.1041, 0.1020, 0.0943, 0.1152, 0.1117, -0.0793, -0.0569, 0.0168, -0.1469, 0.0013, -0.0607, -0.3647, 0.0817, 0.0628, 0.0759, 0.0895, 0.1141, 0.1204, 0.1109, -0.0586, -0.0629, -0.0097, -0.1482, -0.0132, -0.0628, -0.3570, 0.0742, 0.0441, 0.1113, 0.0751, 0.1230, 0.1144, 0.1085, -0.0658, -0.0645, 0.0009, -0.1419, 0.0231, -0.0713, -0.3585, 0.0897, 0.0711, 0.0748, 0.1055, 0.1187, 0.1061, 0.0600, -0.0586, -0.0597, -0.0173, -0.1667, 0.0058, -0.0663, -0.2985, 0.0067, 0.0407, 0.0776, 0.0446, 0.0835, 0.0776, 0.0914, -1.0447, 0.5447, 0.4935, 0.0063, 0.0059, -1.0228, 0.5062, 0.5980, 0.0131, -0.0006, -0.9853, 0.5258, 0.5542, 0.0410, 0.0217, -1.0592, 0.5659, 0.5411, 0.0075, -0.0076, -0.9774, 0.5060, 0.5801, 0.0353, -0.0388]}



# 2
{"formula": "C53H50N3O5P2RuS2", "method": "ωB97M-V with the def2-TZVPD basis set", "lumo_ev": [0.16, -0.98], "fmax_ha_per_bohr": 0.0180, "homo_ev": [-7.189, -7.609], "s_squared": 8.760, "homo_lumo_gap_ha": [0.2701, 0.2438], "multiplicity": 6, "energy_ev": -113308.4996, "elements": ["Ru", "O", "S", "C", "C", "C", "C", "C", "C", "P", "C", "C", "C", "C", "C", "C", "C", "C", "C", "C", "C", "C", "C", "C", "C", "C", "C", "C", "P", "C", "C", "C", "C", "C", "C", "C", "C", "C", "C", "C", "C", "H", "H", "H", "H", "H", "H", "H", "H", "H", "H", "H", "H", "H", "H", "H", "H", "H", "H", "H", "H", "H", "H", "H", "H", "H", "H", "H", "H", "C", "C", "C", "C", "N", "C", "C", "C", "C", "C", "C", "C", "H", "H", "H", "H", "H", "H", "H", "H", "C", "C", "N", "C", "C", "C", "C", "N", "H", "H", "H", "H", "H", "H", "H", "H", "H", "H", "H", "H", "H", "H", "O", "S", "O", "O", "O"], "coordinates": [[1.28, 0.30, -1.19], [-2.82, -2.44, -1.06], [-2.12, -1.38, -0.27], [-3.44, -0.49, 0.58], [-4.32, -1.25, 1.35], [-5.41, -0.65, 1.95], [-5.63, 0.71, 1.77], [-4.77, 1.45, 0.98], [-3.65, 0.87, 0.37], [-2.50, 1.80, -0.75], [-3.33, 1.50, -2.35], [-4.32, 0.54, -2.54], [-4.84, 0.31, -3.81], [-4.39, 1.04, -4.89], [-3.40, 1.99, -4.72], [-2.86, 2.21, -3.46], [-3.02, 3.52, -0.35], [-2.60, 3.99, 0.90], [-2.90, 5.28, 1.31], [-3.62, 6.13, 0.47], [-4.03, 5.67, -0.77], [-3.74, 4.37, -1.17], [-1.43, -2.27, 1.14], [-1.87, -3.57, 1.32], [-1.33, -4.36, 2.32], [-0.33, -3.84, 3.13], [0.14, -2.55, 2.92], [-0.39, -1.74, 1.92], [0.28, -0.06, 1.55], [-0.70, 1.01, 2.68], [-0.16, 2.25, 3.02], [-0.82, 3.09, 3.90], [-2.05, 2.72, 4.43], [-2.60, 1.49, 4.09], [-1.92, 0.63, 3.23], [1.86, -0.06, 2.48], [1.90, -0.02, 3.88], [3.10, -0.05, 4.56], [4.30, -0.11, 3.86], [4.28, -0.14, 2.47], [3.07, -0.11, 1.79], [-4.16, -2.32, 1.46], [-6.10, -1.25, 2.54], [-6.48, 1.19, 2.23], [-4.96, 2.51, 0.83], [-4.69, -0.05, -1.71], [-5.60, -0.46, -3.94], [-4.79, 0.85, -5.88], [-3.01, 2.54, -5.57], [-2.04, 2.91, -3.35], [-2.05, 3.33, 1.56], [-2.57, 5.63, 2.28], [-3.84, 7.14, 0.78], [-4.60, 6.32, -1.43], [-4.10, 4.03, -2.14], [-2.63, -3.95, 0.64], [-1.69, -5.37, 2.47], [0.11, -4.45, 3.92], [0.95, -2.19, 3.54], [0.80, 2.55, 2.61], [-0.37, 4.04, 4.16], [-2.57, 3.38, 5.10], [-3.55, 1.19, 4.50], [-2.35, -0.33, 3.01], [0.97, 0.05, 4.44], [3.11, -0.01, 5.64], [5.24, -0.13, 4.39], [5.21, -0.18, 1.91], [3.10, -0.09, 0.71], [5.46, -1.11, -2.92], [6.06, 0.11, -3.15], [5.47, 1.26, -2.67], [4.27, 1.17, -1.96], [3.71, -0.02, -1.72], [4.27, -1.12, -2.20], [3.55, 2.35, -1.40], [4.08, 3.64, -1.48], [3.40, 4.71, -0.94], [2.19, 4.51, -0.30], [1.65, 3.23, -0.23], [2.32, 2.14, -0.78], [5.87, -2.04, -3.29], [6.99, 0.17, -3.71], [5.92, 2.22, -2.86], [3.74, -2.05, -2.01], [5.02, 3.82, -1.99], [3.82, 5.71, -1.01], [1.64, 5.34, 0.13], [0.68, 3.09, 0.23], [2.11, -6.16, -2.06], [1.11, -5.48, -1.13], [1.57, -4.21, -0.58], [2.38, -4.27, 0.64], [3.88, -4.13, 0.40], [1.25, -3.03, -1.14], [0.44, -3.04, -2.40], [1.61, -1.89, -0.63], [1.69, -7.08, -2.46], [3.03, -6.41, -1.54], [2.36, -5.51, -2.90], [0.89, -6.14, -0.28], [0.16, -5.32, -1.64], [2.16, -5.22, 1.12], [2.04, -3.51, 1.34], [4.27, -4.95, -0.20], [4.41, -4.13, 1.36], [4.12, -3.20, -0.10], [-0.60, -3.30, -2.19], [0.84, -3.78, -3.11], [0.46, -2.06, -2.86], [2.16, -1.99, 0.22], [1.59, -0.02, -3.42], [0.22, 0.64, -3.56], [-0.26, 0.65, -4.91], [-0.59, -0.18, -2.59], [0.37, 1.96, -2.89]], "lowdin_charge": [1.4570, -0.4792, 0.9290, -0.3918, -0.0786, -0.0648, -0.0636, -0.0630, -0.3649, 1.1139, -0.3691, -0.0757, -0.0755, -0.0818, -0.0729, -0.1287, -0.3736, -0.1143, -0.0832, -0.0933, -0.0808, -0.0752, -0.3764, -0.0814, -0.0616, -0.0733, -0.0873, -0.3546, 1.0642, -0.3716, -0.1235, -0.0876, -0.0819, -0.0662, -0.0829, -0.3697, -0.1095, -0.0693, -0.0767, -0.0662, -0.1133, 0.1055, 0.1060, 0.1071, 0.1075, 0.0954, 0.1016, 0.0999, 0.1098, 0.1059, 0.0715, 0.0985, 0.0990, 0.1024, 0.0974, 0.1080, 0.1082, 0.1082, 0.0931, 0.1045, 0.1092, 0.1051, 0.1070, 0.0942, 0.1142, 0.1065, 0.1045, 0.1084, 0.0411, -0.0526, -0.0526, 0.0002, -0.2147, 0.0275, -0.1358, -0.1960, -0.0358, -0.0816, -0.0807, -0.1318, -0.2151, 0.1039, 0.1096, 0.1030, 0.0887, 0.0974, 0.1006, 0.1019, 0.0706, -0.0636, -0.2084, -0.0603, -0.1985, -0.0530, -0.3922, 0.0099, 0.0294, 0.0793, 0.0644, 0.0741, 0.1166, 0.1104, 0.1209, 0.0920, 0.0671, 0.0812, 0.0529, 0.0895, 0.0890, 0.0432, 0.0181, -0.4365, 0.2440, -0.2825, -0.4986, -0.3957]}